(P)
One molecule with the formula C3H4N2OS, computed with the ωB97M-V functional and the def2-TZVPD basis.

frontier orbital gap = 8.817 eV

```
11
C3H4N2OS, DFT the ωB97M-V functional and the def2-TZVPD basis
H 2.318 -1.942 -0.231
N 2.335 -0.899 -0.080
C 1.140 -0.390 -0.069
N 0.870 0.928 0.009
C -0.511 1.129 -0.095
C -1.061 -0.077 -0.138
S -2.755 -0.441 -0.140
O -0.089 -1.036 -0.101
H 1.587 1.622 -0.124
H -0.993 2.102 -0.139
H -2.842 -0.996 1.108
```

Here are the natural (NBO) charges for atoms 1 to 8, given in e: H 0.36; N -0.78; C 0.67; N -0.59; C -0.08; C 0.04; S 0.04; O -0.46

=====

(Q)
One molecule with the formula C3H4N2OS, computed with the ωB97M-V functional and the def2-TZVPD basis.

frontier orbital gap (alpha / beta) = 7.006 / 6.911 eV

```
11
C3H4N2OS, DFT the ωB97M-V functional and the def2-TZVPD basis
C 0.539 -1.364 0.207
C 1.890 -1.030 0.080
C -0.761 0.651 0.579
N -0.391 -0.460 0.240
N -1.403 1.658 0.046
O 3.877 0.589 -0.025
S 2.403 0.569 0.071
H 0.216 -2.393 0.233
H 2.645 -1.797 0.004
H -1.698 2.425 0.627
H -1.494 1.770 -0.958
```

Here are the natural (NBO) charges for atoms 1 to 8, given in e: C -0.08; C -0.51; C 0.38; N -0.36; N -0.79; O -0.92; S 1.03; H 0.20

=====

(R)
A 2-piece molecular cluster, C3H4N2OS overall, computed with the ωB97M-V functional and the def2-TZVPD basis.

frontier orbital gap = 8.067 eV

```
11
C3H4N2OS, DFT the ωB97M-V functional and the def2-TZVPD basis
C -1.092 -0.905 0.012
C -1.199 0.468 0.343
C 2.362 1.023 -0.760
N -0.042 -1.544 -0.260
N 1.422 1.720 -0.597
O -1.588 0.919 1.500
S 3.616 0.385 -1.408
H -2.008 -1.512 -0.244
H -0.152 -2.457 -0.677
H 0.455 1.527 -0.251
H -1.776 0.375 2.343
```

Here are the natural (NBO) charges for atoms 1 to 8, given in e: C -0.09; C 0.32; C 0.22; N -0.59; N -0.66; O -0.61; S -0.03; H 0.19

=====

(P) ends up most stable, edging out the next structure by 2.373 eV.

=====

(P)
One molecule with the formula C3H4N2OS, computed with the ωB97M-V functional and the def2-TZVPD basis.

frontier orbital gap = 8.707 eV

```
11
C3H4N2OS, DFT the ωB97M-V functional and the def2-TZVPD basis
O -2.422 -1.192 0.149
C -1.454 -0.511 -0.150
N -1.184 0.854 -0.205
C 0.222 1.107 -0.035
C 0.937 -0.058 -0.280
S 2.577 -0.569 -0.064
N -0.110 -1.021 -0.222
H -1.886 1.568 0.273
H 0.717 2.120 -0.090
H 2.614 -0.261 1.351
H -0.012 -2.037 -0.727
```

Here are the natural (NBO) charges for atoms 1 to 8, given in e: O -0.61; C 0.75; N -0.61; C -0.07; C -0.10; S 0.03; N -0.63; H 0.43

=====

(Q)
One molecule with the formula C3H4N2OS, computed with the ωB97M-V functional and the def2-TZVPD basis.

frontier orbital gap = 9.335 eV

```
11
C3H4N2OS, DFT the ωB97M-V functional and the def2-TZVPD basis
C 2.710 -0.664 -0.237
C 1.641 -0.061 -0.322
C 0.255 0.362 -0.102
N -0.270 1.464 -0.475
O -1.566 1.498 0.007
N -0.526 -0.695 0.607
S -1.764 -1.426 -0.391
H 3.754 -1.120 0.093
H -1.741 2.616 0.094
H 0.220 -1.511 0.682
H -2.713 -0.463 0.043
```

Here are the natural (NBO) charges for atoms 1 to 8, given in e: C -0.20; C -0.09; C 0.27; N -0.12; O -0.56; N -0.74; S 0.13; H 0.28

=====

(R)
A 2-piece molecular cluster, C3H4N2OS overall, computed with the ωB97M-V functional and the def2-TZVPD basis.

frontier orbital gap = 9.542 eV

```
11
C3H4N2OS, DFT the ωB97M-V functional and the def2-TZVPD basis
N -1.476 2.243 -0.714
C -1.447 1.203 -0.103
C -1.520 0.096 0.580
S -2.849 -1.036 0.186
H -0.899 2.438 -1.522
H -1.028 -0.054 1.525
H -2.076 -1.940 -0.431
N 1.244 0.474 -0.034
C 0.662 -0.492 -0.426
O 0.140 -1.380 -0.957
H 2.092 0.622 0.465
```

Here are the natural (NBO) charges for atoms 1 to 8, given in e: N -0.62; C 0.47; C -0.63; S 0.01; H 0.40; H 0.25; H 0.13; N -0.80

=====

(P) ends up most stable, edging out the next structure by 0.842 eV.

=====

(P)
A 2-piece molecular cluster, C2H7NS overall, computed with the ωB97M-V functional and the def2-TZVPD basis.

frontier orbital gap = 9.297 eV

```
11
C2H7NS, DFT the ωB97M-V functional and the def2-TZVPD basis
C -1.585 1.610 1.202
C -2.527 0.689 0.887
N -2.453 -0.642 0.889
H -1.807 2.649 1.618
H -0.543 1.096 1.294
H -3.584 1.083 0.744
H -1.608 -1.054 1.178
H -2.750 -0.993 0.005
S 2.794 -0.699 -1.314
H 3.575 0.058 -0.519
H 3.845 -0.957 -2.054
```

Here are the natural (NBO) charges for atoms 1 to 8, given in e: C -0.53; C 0.02; N -0.80; H 0.23; H 0.18; H 0.17; H 0.37; H 0.37

=====

(Q)
One molecule with the formula C2H7NS, computed with the ωB97M-V functional and the def2-TZVPD basis.

frontier orbital gap = 9.555 eV

```
11
C2H7NS, DFT the ωB97M-V functional and the def2-TZVPD basis
C -1.271 0.809 0.646
S -0.776 -0.574 -0.379
C 1.037 -0.585 0.057
N 1.758 0.635 -0.115
H -1.188 1.774 0.130
H -0.899 0.669 1.662
H -2.352 0.964 0.837
H 1.529 -1.364 -0.523
H 0.984 -0.928 1.099
H 1.513 1.355 0.549
H 1.518 1.058 -1.005
```

Here are the natural (NBO) charges for atoms 1 to 8, given in e: C -0.80; S 0.13; C -0.32; N -0.82; H 0.22; H 0.22; H 0.24; H 0.21

=====

(R)
A 2-piece molecular cluster, C2H7NS overall, computed with the ωB97M-V functional and the def2-TZVPD basis.

frontier orbital gap = 10.603 eV

```
11
C2H7NS, DFT the ωB97M-V functional and the def2-TZVPD basis
C -1.118 -0.483 1.525
N -0.640 -0.389 0.376
C -0.932 0.827 -0.361
H -1.628 0.337 2.053
H -1.050 -1.394 2.124
H -1.344 1.609 0.283
H -1.702 0.574 -1.095
H -0.051 1.150 -0.917
S 3.153 -0.784 -0.846
H 3.475 -0.524 -2.116
H 1.838 -0.924 -1.025
```

Here are the natural (NBO) charges for atoms 1 to 8, given in e: C -0.05; N -0.39; C -0.44; H 0.13; H 0.17; H 0.17; H 0.21; H 0.21

=====

(Q) ends up most stable, edging out the next structure by 0.530 eV.

=====

(P)
One molecule with the formula C5H8, computed with the ωB97M-V functional and the def2-TZVPD basis.

frontier orbital gap = 10.531 eV

```
13
C5H8, DFT the ωB97M-V functional and the def2-TZVPD basis
C -1.718 0.144 -1.145
C -0.495 0.609 -1.168
C 0.769 0.721 -0.859
C 1.236 -0.081 0.350
C 0.091 -0.465 1.296
H -1.895 -0.847 -1.556
H -2.542 0.644 -0.640
H 1.516 1.276 -1.421
H 1.746 -0.966 -0.053
H 1.974 0.501 0.904
H -0.237 -1.505 1.182
H 0.353 -0.321 2.345
H -0.737 0.207 1.077
```

Here are the natural (NBO) charges for atoms 1 to 8, given in e: C -0.49; C 0.08; C -0.28; C -0.42; C -0.61; H 0.22; H 0.22; H 0.23

=====

(Q)
One molecule with the formula C5H8, computed with the ωB97M-V functional and the def2-TZVPD basis.

frontier orbital gap = 9.305 eV

```
13
C5H8, DFT the ωB97M-V functional and the def2-TZVPD basis
C 2.255 -0.443 -0.682
C 1.389 -0.230 0.261
C 0.321 -0.186 0.987
C -0.795 0.647 0.418
C -1.496 -0.039 -0.744
H 2.126 -1.521 -0.259
H 3.016 0.327 -0.889
H 0.231 -0.756 1.898
H -0.380 1.611 0.088
H -1.478 0.861 1.240
H -0.784 -0.230 -1.557
H -1.902 -1.002 -0.421
H -2.311 0.583 -1.123
```

Here are the natural (NBO) charges for atoms 1 to 8, given in e: C -0.58; C 0.13; C -0.37; C -0.40; C -0.60; H 0.31; H 0.24; H 0.23

=====

(R)
One molecule with the formula C5H8, computed with the ωB97M-V functional and the def2-TZVPD basis.

frontier orbital gap = 7.920 eV

```
13
C5H8, DFT the ωB97M-V functional and the def2-TZVPD basis
C -1.753 0.251 -0.323
C -1.108 -0.504 0.845
C 0.371 -0.608 0.839
C 1.273 0.045 0.168
C 2.243 0.241 -0.801
H -1.377 1.278 -0.367
H -2.845 0.288 -0.224
H -1.520 -0.231 -1.279
H -1.524 -1.516 0.934
H -1.374 -0.024 1.798
H 2.280 0.175 0.752
H 2.400 -0.470 -1.611
H 2.934 1.076 -0.730
```

Here are the natural (NBO) charges for atoms 1 to 8, given in e: C -0.61; C -0.50; C 0.04; C -0.38; C -0.45; H 0.21; H 0.21; H 0.20

=====

(S)
One molecule with the formula C5H8, computed with the ωB97M-V functional and the def2-TZVPD basis.

frontier orbital gap = 6.334 eV

```
13
C5H8, DFT the ωB97M-V functional and the def2-TZVPD basis
C -0.229 -1.900 -0.573
C -0.149 -0.442 -0.748
C -0.324 1.220 -0.793
C -0.455 0.469 0.502
C 0.857 0.808 1.326
H -0.894 -2.526 -1.117
H 0.683 -2.325 -0.260
H 0.801 -0.725 -0.724
H -0.948 1.521 -1.545
H -1.353 0.523 0.937
H 1.552 1.122 0.502
H 1.297 -0.057 1.843
H 0.662 1.541 2.083
```

Here are the natural (NBO) charges for atoms 1 to 8, given in e: C -0.21; C -0.39; C -0.23; C -0.16; C -0.61; H 0.17; H 0.17; H 0.24

=====

(P) ends up most stable, edging out the next structure by 1.560 eV.

=====

(P)
One molecule with the formula C2H4FN, computed with the ωB97M-V functional and the def2-TZVPD basis.

frontier orbital gap = 11.245 eV

```
8
C2H4FN, DFT the ωB97M-V functional and the def2-TZVPD basis
C -0.988 0.220 -0.077
C 0.359 -0.335 -0.012
N 1.486 0.422 -0.245
F 2.604 -0.268 -0.067
H -1.028 1.242 0.079
H -1.493 -0.199 0.729
H -1.605 0.126 -0.902
H 0.664 -1.208 0.494
```

What are the natural (NBO) partial charges on each atom? They are as follows, in elementary charge units: C -0.68; C 0.03; N -0.01; F -0.23; H 0.24; H 0.23; H 0.24; H 0.19

=====

(Q)
C2H4FN as an isolated structure, computed with the ωB97M-V functional and the def2-TZVPD basis.

frontier orbital gap (alpha / beta) = 10.617 / 8.217 eV

```
8
C2H4FN, DFT the ωB97M-V functional and the def2-TZVPD basis
C -0.218 0.350 -0.084
C 0.208 -1.005 -0.087
N 0.686 1.835 0.543
F -1.396 0.741 -0.536
H 0.404 -1.444 -1.068
H -0.586 -1.581 0.296
H 1.152 -1.230 0.420
H -0.251 2.334 0.516
```

What are the natural (NBO) partial charges on each atom? They are as follows, in elementary charge units: C 0.60; C -0.77; N -0.57; F -0.32; H 0.25; H 0.25; H 0.27; H 0.30

=====

(P) ends up most stable, edging out the next structure by 1.776 eV.

=====

(P)
One molecule with the formula C2H5N3O2, computed with the ωB97M-V functional and the def2-TZVPD basis.

frontier orbital gap = 9.635 eV

```
12
C2H5N3O2, DFT the ωB97M-V functional and the def2-TZVPD basis
H -1.727 1.379 -2.040
N -1.239 1.495 -1.089
C -0.483 0.537 -0.711
O -0.179 -0.588 -1.455
N 0.918 -1.336 -0.898
O 1.651 -0.390 -0.182
C 0.351 0.586 0.511
N -0.228 -0.131 1.497
H 0.579 -2.044 -0.149
H 0.996 1.504 0.571
H -0.448 -1.096 1.458
H -0.192 0.084 2.487
```

Here are the natural (NBO) charges for atoms 1 to 8, given in e: H 0.37; N -0.67; C 0.49; O -0.38; N -0.03; O -0.46; C 0.15; N -0.82

=====

(Q)
One molecule with the formula C2H5N3O2, computed with the ωB97M-V functional and the def2-TZVPD basis.

frontier orbital gap = 9.286 eV

```
12
C2H5N3O2, DFT the ωB97M-V functional and the def2-TZVPD basis
N -2.036 -0.469 -0.196
C -0.670 -0.095 0.020
C -0.098 1.084 0.265
N 1.348 1.316 0.206
O 1.859 0.181 -0.536
N 1.516 -0.946 0.161
O 0.141 -1.340 -0.129
H -2.610 -0.629 0.688
H -2.038 -1.487 -0.446
H -0.823 1.894 0.424
H 1.301 2.219 -0.269
H 2.109 -1.727 -0.187
```

Here are the natural (NBO) charges for atoms 1 to 8, given in e: N -0.84; C 0.39; C -0.21; N -0.32; O -0.25; N -0.08; O -0.42; H 0.37

=====

(R)
One molecule with the formula C2H5N3O2, computed with the ωB97M-V functional and the def2-TZVPD basis.

frontier orbital gap (alpha / beta) = 8.576 / 8.576 eV

```
12
C2H5N3O2, DFT the ωB97M-V functional and the def2-TZVPD basis
C 0.401 -0.103 -0.309
C -0.641 -0.136 0.842
N 0.966 1.133 -0.035
N -0.950 1.282 1.117
N 0.111 1.971 0.709
O -1.823 1.687 1.918
O 0.281 3.171 0.846
H 1.137 -0.818 -0.328
H -0.268 -0.116 -1.224
H -1.680 -0.587 0.836
H -0.045 -0.528 1.580
H 1.668 1.529 -0.648
```

Here are the natural (NBO) charges for atoms 1 to 8, given in e: C -0.22; C -0.26; N -0.47; N 0.21; N 0.41; O -0.49; O -0.42; H 0.22

=====

(S)
C2H5N3O2 as an isolated structure, computed with the ωB97M-V functional and the def2-TZVPD basis.

frontier orbital gap = 10.934 eV

```
12
C2H5N3O2, DFT the ωB97M-V functional and the def2-TZVPD basis
C -2.106 -0.195 0.013
C 0.152 0.232 -0.222
N -3.028 -0.496 0.566
N 1.165 0.410 -1.141
N 0.150 1.257 0.854
O 0.605 -1.385 0.532
O -1.121 0.020 -0.735
H 1.951 0.021 -0.610
H 1.168 -0.232 -1.873
H -0.280 0.809 1.601
H 1.112 1.545 1.140
H 0.231 -1.985 -0.125
```

Here are the natural (NBO) charges for atoms 1 to 8, given in e: C 0.54; C 0.81; N -0.36; N -0.82; N -0.82; O -0.88; O -0.48; H 0.40

=====

(S) ends up most stable, edging out the next structure by 2.178 eV.